(1)
Molecular formula: AlH32O16
Method: DFT, ωB97M-V/def2-TZVPD

CARTESIAN COORDINATES (ANGSTROEM)
Al (0.07391, 0.06626, -0.30628)
O (-2.35665, 1.75474, 0.79326)
H (-3.02856, 1.32170, 1.31980)
H (-2.35244, 2.65930, 1.10627)
O (-2.40515, 4.19448, 1.66805)
H (-2.80330, 5.06002, 1.76052)
H (-1.48652, 4.37314, 1.46698)
O (2.77863, 0.50034, 3.75032)
H (3.15050, 0.85209, 4.55917)
H (2.16076, -0.17006, 4.04194)
O (-2.78728, -1.77153, -3.92762)
H (-2.04705, -1.68260, -4.52795)
H (-2.94468, -2.71443, -3.87872)
O (1.18425, -1.49222, 2.07683)
H (0.86350, -1.41464, 2.97534)
H (1.42053, -2.41527, 1.98520)
O (-0.23861, -2.85469, -0.51180)
H (-0.45873, -3.47412, -1.20756)
H (0.16079, -3.39316, 0.17140)
O (-1.19843, 1.54573, -2.65790)
H (-0.83208, 2.16647, -3.28775)
H (-2.14375, 1.58692, -2.80243)
O (2.75044, -1.51659, -0.59272)
H (3.45396, -1.84359, -0.03203)
H (2.99076, -1.80617, -1.47284)
O (0.72983, -1.19072, -2.95933)
H (0.85348, -0.87179, -3.85332)
H (0.55891, -2.12713, -3.06009)
O (-1.92336, -0.86214, 1.84768)
H (-2.45217, -1.65817, 1.79361)
H (-2.38804, -0.30742, 2.47425)
O (0.05178, 1.20966, 2.55531)
H (-0.32363, 1.70532, 3.28306)
H (0.93917, 0.99553, 2.84327)
O (-0.06522, 3.11126, -0.65949)
H (0.33577, 3.76050, -0.08163)
H (-0.69505, 3.60979, -1.18007)
O (2.52203, 1.64994, 0.78503)
H (3.12599, 1.36969, 1.47272)
H (3.00386, 2.32073, 0.30119)
O (0.84877, -4.37901, 1.40108)
H (1.43803, -5.09363, 1.15954)
H (0.51760, -4.62279, 2.26544)
O (2.36694, 1.24248, -2.39917)
H (2.35550, 2.01408, -2.96552)
H (3.26787, 0.92274, -2.44738)
O (-2.72540, -0.88508, -1.41663)
H (-2.69582, -1.01982, -2.36383)
H (-3.55165, -0.42616, -1.26519)

E: -1464.3116 hartree
Net charge: +3
HOMO energy: -0.727 Eh
HOMO-LUMO gap: 4.544 eV
Energy relative to the best compared isomer or geometry (same formula, charge and spin): 0.0 kJ/mol

(2)
Molecular formula: C6H12O
Method: DFT, ωB97M-V/def2-TZVPD

CARTESIAN COORDINATES (ANGSTROEM)
C (1.75730, 0.45896, 1.26333)
C (0.04759, -0.23580, 1.57813)
C (-0.19548, -1.53042, 0.88254)
C (-0.84308, -0.25950, 0.36962)
C (-0.33187, 0.38841, -0.89810)
C (-1.10333, -0.01924, -2.13979)
O (-0.40327, 1.80675, -0.78174)
H (2.28570, -0.37767, 0.82253)
H (2.35084, 0.80454, 2.15631)
H (1.63587, 1.32116, 0.60499)
H (0.58126, 0.29526, 2.32867)
H (0.65850, -1.89009, 0.31269)
H (-0.82732, -2.33780, 1.26320)
H (-1.93364, -0.18176, 0.47078)
H (0.72011, 0.09174, -1.02625)
H (-1.00566, -1.09564, -2.31819)
H (-0.71402, 0.51795, -3.01006)
H (-2.16438, 0.22877, -2.03085)
H (-0.51510, 2.01439, 0.15219)

E: -310.9010 hartree
SMILES string: C[C@@H]1C[C@@H]1[C@@H](C)O
HOMO energy: -0.330 Eh
HOMO-LUMO gap: 10.021 eV
Energy relative to the best compared isomer or geometry (same formula, charge and spin): 415.6 kJ/mol

(3)
Molecular formula: C4H4N2
Method: DFT, ωB97M-V/def2-TZVPD

CARTESIAN COORDINATES (ANGSTROEM)
C (-1.23282, 0.48486, 0.11115)
C (-0.94042, 1.68057, -0.11521)
C (-1.54089, -0.85177, -0.21006)
C (1.38316, 0.40801, 0.09696)
N (-0.34149, -1.35635, 0.02726)
N (0.11449, -0.16318, 0.63141)
H (-2.33441, -1.37082, -0.67548)
H (1.30030, 1.43540, 0.34286)
H (2.02928, -0.31378, 0.76111)
H (1.56280, 0.04705, -0.96999)

E: -264.0523 hartree
HOMO energy: -0.364 Eh
HOMO-LUMO gap: 8.939 eV
Energy relative to the best compared isomer or geometry (same formula, charge and spin): 719.6 kJ/mol

(4)
Molecular formula: C3H4N4
Method: DFT, ωB97M-V/def2-TZVPD

CARTESIAN COORDINATES (ANGSTROEM)
C (-2.49301, 0.34520, 0.05778)
C (-1.48159, -0.55537, -0.05895)
C (1.53464, 0.84231, -0.02672)
H (-3.54043, 0.12280, -0.19029)
H (-2.08293, 1.36555, 0.35186)
H (-1.67591, -1.63441, -0.24535)
H (2.28150, 1.65823, -0.14979)
N (-0.14032, -0.15620, 0.01540)
N (0.25594, 1.01595, -0.03762)
N (1.88234, -0.47590, 0.02767)
N (0.81026, -1.14171, 0.05183)

E: -335.6551 hartree
HOMO energy: -0.353 Eh
HOMO-LUMO gap: 10.089 eV
Energy relative to the best compared isomer or geometry (same formula, charge and spin): 310.3 kJ/mol

Please write out number 3 again, unchanged.
Molecular formula: C4H4N2
Method: DFT, ωB97M-V/def2-TZVPD

CARTESIAN COORDINATES (ANGSTROEM)
C (-1.23282, 0.48486, 0.11115)
C (-0.94042, 1.68057, -0.11521)
C (-1.54089, -0.85177, -0.21006)
C (1.38316, 0.40801, 0.09696)
N (-0.34149, -1.35635, 0.02726)
N (0.11449, -0.16318, 0.63141)
H (-2.33441, -1.37082, -0.67548)
H (1.30030, 1.43540, 0.34286)
H (2.02928, -0.31378, 0.76111)
H (1.56280, 0.04705, -0.96999)

E: -264.0523 hartree
HOMO energy: -0.364 Eh
HOMO-LUMO gap: 8.939 eV
Energy relative to the best compared isomer or geometry (same formula, charge and spin): 719.6 kJ/mol